The following is a DFT calculation (wB97M-V/def2-TZVPD) of a structure of composition C30H38Br2FN3O3ReSi.

```
79
Properties=species:S:1:pos:R:3:mulliken_charge:R:1
Re 0.59 -1.02 0.26 0.41
Br 0.83 -0.75 3.23 0.06
C 1.04 1.08 2.79 -0.85
Br 0.20 1.32 0.97 0.19
H 2.09 1.31 2.62 0.50
H 0.55 1.74 3.49 0.61
C -2.57 -7.74 1.35 -1.80
C -3.46 -6.88 0.47 0.51
C -4.87 -6.79 1.01 -0.96
C -5.75 -5.98 0.07 -1.02
C -5.15 -4.61 -0.13 1.00
C -5.94 -3.53 -0.46 -0.66
C -5.38 -2.27 -0.63 -0.08
F -6.17 -1.25 -0.96 -0.35
C -4.05 -2.05 -0.45 -0.75
C -3.22 -3.12 -0.11 0.32
C -1.80 -2.90 0.09 1.45
O -1.37 -1.67 0.10 -0.49
C -1.00 -4.03 0.26 -0.51
C -1.61 -5.27 0.38 -0.49
N -2.91 -5.48 0.32 0.15
C -3.77 -4.40 0.03 -0.36
C 0.49 -4.07 0.32 0.32
O 1.07 -5.12 0.46 -0.67
O 1.13 -2.92 0.22 -0.51
H -3.10 -8.67 1.57 0.43
H -2.35 -7.25 2.30 0.41
H -1.63 -8.02 0.87 0.52
H -3.49 -7.30 -0.53 0.15
H -4.85 -6.33 2.00 0.33
H -5.26 -7.80 1.12 0.39
H -6.76 -5.88 0.46 0.49
H -5.83 -6.49 -0.89 0.34
H -7.01 -3.66 -0.60 0.54
H -3.63 -1.06 -0.58 0.38
H -0.97 -6.12 0.54 0.67
N 7.91 -0.10 -0.92 -0.36
C 6.79 -0.21 -0.70 -0.26
C 5.37 -0.33 -0.43 0.71
C 4.91 -1.14 0.59 -0.72
C 3.55 -1.23 0.80 -0.05
N 2.65 -0.57 0.05 0.15
C 3.11 0.21 -0.94 -0.20
C 4.45 0.36 -1.21 -0.70
H 5.60 -1.70 1.21 0.50
H 3.16 -1.87 1.58 0.48
H 2.37 0.72 -1.53 0.45
H 4.78 1.00 -2.02 0.49
C -2.65 1.46 -1.16 -0.42
Si -2.55 2.59 0.26 -0.74
C -1.97 4.29 -0.17 2.04
C -0.75 4.22 -1.11 -1.53
C -1.63 5.17 1.04 -1.94
C -3.17 4.89 -0.94 -1.72
C -3.35 2.13 1.85 2.30
C -3.54 0.60 1.91 -1.71
C -4.72 2.83 1.83 -1.85
C -2.54 2.59 3.08 -1.62
H -3.70 1.30 -1.43 0.41
H -2.20 0.49 -0.93 -0.16
H -2.14 1.90 -2.01 0.45
H 0.10 3.68 -0.67 0.31
H -0.41 5.24 -1.32 0.54
H -0.99 3.76 -2.08 0.38
H -0.80 4.77 1.63 0.35
H -2.49 5.32 1.69 0.39
H -1.32 6.16 0.67 0.57
H -3.45 4.30 -1.82 0.41
H -2.89 5.89 -1.29 0.48
H -4.06 5.00 -0.31 0.39
H -4.30 0.26 1.20 0.33
H -3.88 0.33 2.92 0.59
H -2.61 0.05 1.71 0.16
H -5.34 2.53 0.98 0.46
H -4.64 3.93 1.82 0.41
H -5.26 2.55 2.74 0.46
H -1.65 1.97 3.23 0.28
H -3.17 2.48 3.96 0.52
H -2.23 3.63 3.03 0.32
```

Computed properties:
Charge ... +2
F_max ... 1.21 eV Å⁻¹
Molecular weight ... 881.75 g/mol
Multiplicity ... 2
HOMO level (spin up / spin down) ... -13.054 / -12.851 eV
Relative energy (zero: lowest compared OMol25 entry of this formula, charge and spin) ... 0.164 eV
E ... -195134.3751 eV
Orbital gap (spin up / spin down) ... 6.653 / 6.465 eV

The following is a DFT calculation (wB97M-V/def2-TZVPD) of a structure of composition C30H38CaF5N2O5S3Si.

```
85
Properties=species:S:1:pos:R:3:mulliken_charge:R:1
Ca -0.03 0.26 0.00 0.58
C 3.43 -3.14 0.59 -1.48
C 2.59 -2.14 -0.19 1.56
C 1.68 -2.84 -1.19 -1.44
C 3.51 -1.14 -0.87 -1.29
O 1.74 -1.36 0.69 0.47
Si 1.05 -1.83 2.17 0.56
S -0.37 -0.45 2.61 -0.81
O 0.57 -3.37 1.86 0.12
C -0.01 -4.36 2.71 1.72
C 1.11 -5.27 3.20 -1.52
C -0.99 -5.14 1.83 -1.80
C -0.75 -3.73 3.88 -1.55
O 2.26 -2.03 3.28 -0.07
C 2.96 -1.07 4.08 1.71
C 3.29 0.18 3.27 -1.31
C 4.25 -1.77 4.51 -1.75
C 2.12 -0.73 5.30 -1.61
H 4.08 -3.67 -0.12 0.62
H 2.81 -3.87 1.11 0.10
H 4.06 -2.64 1.32 0.17
H 2.28 -3.41 -1.90 0.51
H 1.11 -2.11 -1.77 0.19
H 1.00 -3.51 -0.68 0.09
H 4.21 -1.66 -1.53 0.42
H 4.08 -0.59 -0.12 0.26
H 2.96 -0.42 -1.48 0.11
H 1.61 -5.74 2.36 0.31
H 0.72 -6.05 3.85 0.49
H 1.85 -4.68 3.75 0.12
H -0.46 -5.60 0.99 0.35
H -1.75 -4.47 1.43 0.37
H -1.48 -5.93 2.41 0.42
H -0.05 -3.20 4.54 0.20
H -1.23 -4.52 4.47 0.52
H -1.50 -3.03 3.54 0.31
H 3.86 -0.09 2.38 0.16
H 3.88 0.88 3.86 0.56
H 2.37 0.69 2.96 0.19
H 4.86 -2.02 3.63 0.38
H 4.02 -2.69 5.04 0.34
H 4.84 -1.12 5.16 0.40
H 1.15 -0.32 4.99 0.24
H 2.63 0.00 5.92 0.47
H 1.94 -1.63 5.89 0.33
C -4.16 2.93 -6.07 -1.58
C -3.90 2.25 -4.76 0.90
C -2.80 1.42 -4.60 -0.57
C -2.50 0.85 -3.37 -0.54
C -3.33 1.10 -2.29 -0.13
C -4.46 1.88 -2.44 -0.71
C -4.74 2.45 -3.67 -0.73
S -2.83 0.57 -0.68 1.57
O -1.98 -0.63 -0.90 -0.90
O -4.02 0.42 0.12 -0.78
N -1.79 1.61 -0.19 0.15
C -1.85 2.68 0.65 0.52
C -3.00 3.45 0.88 -0.75
C -2.89 4.55 1.70 -0.49
C -1.66 4.86 2.28 -0.61
C -0.59 4.03 1.99 -0.44
N -0.66 2.97 1.20 -0.19
H -3.73 2.38 -6.91 0.37
H -3.71 3.93 -6.08 0.25
H -5.23 3.06 -6.26 0.43
H -2.13 1.25 -5.44 0.34
H -1.61 0.25 -3.25 0.71
H -5.12 2.05 -1.59 0.47
H -5.62 3.08 -3.78 0.38
H -3.94 3.16 0.42 0.34
H -3.76 5.16 1.90 0.41
H -1.53 5.71 2.93 0.37
H 0.38 4.23 2.43 0.39
F -0.90 5.21 -6.26 -0.39
C -0.42 4.29 -5.40 0.68
C -0.79 4.32 -4.07 -0.01
F -1.63 5.27 -3.63 -0.39
C -0.29 3.37 -3.19 0.04
F -0.68 3.48 -1.92 -0.16
C 0.56 2.34 -3.59 0.22
S 1.12 1.05 -2.54 -0.59
C 0.92 2.36 -4.94 0.22
F 1.74 1.43 -5.44 -0.39
C 0.45 3.30 -5.83 0.19
F 0.81 3.27 -7.12 -0.34
```

Computed properties:
Charge ... -1
F_max ... 1.34 eV Å⁻¹
Molecular weight ... 766.00 g/mol
Multiplicity ... 1
HOMO level ... -5.026 eV
Relative energy (zero: lowest compared OMol25 entry of this formula, charge and spin) ... 0.000 eV
E ... -117365.4858 eV
Orbital gap ... 7.556 eV

The following is a DFT calculation (wB97M-V/def2-TZVPD) of a structure of composition C30H38F5N5O5PbSSeSi2.

```
88
Properties=species:S:1:pos:R:3:mulliken_charge:R:1
Pb -1.21 0.01 0.46 1.13
O -4.69 -1.10 3.69 -0.46
C -3.85 -0.85 2.70 -0.01
O -2.76 -0.32 2.85 -0.25
C -4.37 -1.28 1.37 0.35
C -5.57 -1.95 1.21 -0.50
C -5.96 -2.30 -0.08 -0.52
C -5.15 -1.97 -1.14 -0.68
C -3.96 -1.30 -0.90 0.55
N -3.58 -0.97 0.33 0.19
C -3.03 -0.90 -2.03 -0.33
O -3.39 -1.08 -3.17 -0.65
O -1.92 -0.35 -1.66 -0.36
H -4.28 -0.80 4.52 0.40
H -6.18 -2.18 2.07 0.55
H -6.89 -2.83 -0.23 0.48
H -5.40 -2.22 -2.17 0.55
C 4.39 -0.13 0.49 -0.20
Si 3.30 0.74 1.70 -0.23
C 4.20 1.07 3.30 -1.09
C 2.54 2.24 0.95 -0.60
C 1.90 -0.38 2.42 1.22
C 0.96 0.33 3.28 -0.21
C 1.18 0.15 4.64 -0.76
C 0.55 1.03 5.52 -0.75
C -0.32 1.97 5.01 -0.94
C -0.56 1.99 3.64 -0.47
N 0.08 1.21 2.79 0.51
Si 1.85 -2.32 2.30 -0.02
C 0.38 -2.95 3.20 -0.91
C 1.78 -2.60 0.42 0.48
C 3.46 -2.97 2.91 -1.07
H 5.26 0.52 0.33 0.59
H 3.90 -0.26 -0.47 -0.63
H 4.77 -1.09 0.83 0.34
H 5.12 1.59 3.02 0.43
H 4.47 0.16 3.84 0.34
H 3.62 1.71 3.96 0.35
H 3.35 2.95 0.74 0.51
H 1.81 2.73 1.59 0.34
H 2.05 2.00 0.00 -0.09
H 1.86 -0.61 5.01 0.59
H 0.73 0.95 6.58 0.53
H -0.84 2.66 5.67 0.51
H -1.30 2.66 3.21 0.44
H -0.56 -2.70 2.70 0.10
H 0.32 -2.54 4.21 0.40
H 0.44 -4.04 3.30 0.49
H -0.12 -3.14 -0.14 0.20
H 2.12 -3.63 0.28 0.56
H 2.53 -1.96 -0.04 -1.12
H 3.54 -2.90 4.00 0.37
H 4.32 -2.46 2.48 0.36
H 3.53 -4.03 2.64 0.41
F 6.60 0.17 -3.70 -0.29
C 5.35 -0.06 -3.35 0.69
C 4.92 -1.35 -3.07 0.22
F 5.78 -2.35 -3.14 -0.29
C 3.61 -1.59 -2.71 0.78
F 3.27 -2.85 -2.45 -0.38
C 2.69 -0.55 -2.60 -0.24
Se 0.79 -0.66 -2.33 0.33
C 3.15 0.72 -2.89 0.22
F 2.28 1.76 -2.81 -0.46
C 4.45 1.00 -3.25 0.02
F 4.84 2.24 -3.51 -0.29
C -5.41 1.82 -2.75 -1.48
C -4.04 2.30 -3.19 -0.18
N -3.19 2.48 -2.00 -0.06
C -1.87 2.51 -1.87 0.48
S -1.20 2.60 -0.26 -0.46
N -1.01 2.50 -2.87 0.13
C -1.19 2.66 -4.32 -0.66
C -1.06 1.33 -5.06 -0.64
H -6.07 1.77 -3.61 0.41
H -5.86 2.52 -2.03 0.44
H -5.35 0.83 -2.31 0.24
H -4.13 3.25 -3.72 0.46
H -3.58 1.57 -3.85 0.13
H -3.68 2.57 -1.12 0.31
H -0.05 2.42 -2.56 -0.07
H -0.42 3.36 -4.65 0.42
H -2.15 3.14 -4.51 0.32
H -0.05 0.93 -4.94 0.16
H -1.24 1.48 -6.12 0.41
H -1.77 0.59 -4.68 0.11
O 0.70 -2.33 -1.66 -0.42
N 0.50 -2.34 -0.24 0.16
```

Computed properties:
Charge ... +2
F_max ... 0.70 eV Å⁻¹
Molecular weight ... 1018.05 g/mol
Multiplicity ... 1
HOMO level ... -13.327 eV
Relative energy (zero: lowest compared OMol25 entry of this formula, charge and spin) ... 0.577 eV
E ... -160172.7657 eV
Orbital gap ... 4.992 eV

The following is a DFT calculation (wB97M-V/def2-TZVPD) of a structure of composition C30H38LuN8OSSi2.

```
81
Properties=species:S:1:pos:R:3:mulliken_charge:R:1
Lu -14.54 9.11 8.03 1.33
N -17.93 12.08 10.17 -0.65
C -17.01 11.19 9.54 0.41
S -16.09 10.03 10.43 -0.55
N -16.98 11.40 8.26 -1.53
N -15.98 10.71 7.62 1.24
C -16.26 10.41 6.23 -0.33
C -15.24 10.94 5.23 0.43
C -15.65 11.86 4.25 -0.98
C -14.71 12.45 3.38 -0.73
C -13.36 12.31 3.54 -0.77
C -12.94 11.48 4.59 -0.52
C -13.84 10.78 5.39 -0.33
O -13.43 10.01 6.36 -0.20
H -18.51 11.62 10.88 0.21
H -18.58 12.47 9.49 0.29
H -17.25 10.68 5.85 0.76
H -16.64 12.27 4.12 0.41
H -15.14 13.04 2.56 0.32
H -12.62 12.68 2.82 0.35
H -11.87 11.31 4.83 0.30
N -12.74 9.55 11.27 0.07
C -13.43 8.36 11.22 0.57
C -13.62 7.64 12.42 -1.40
C -14.02 6.36 12.34 -0.54
C -14.35 5.80 11.08 -1.07
C -14.21 6.62 9.99 -0.31
N -13.82 7.92 10.03 0.48
C -12.87 10.66 10.46 0.74
C -12.65 11.88 11.12 -1.28
C -12.54 13.04 10.44 -0.59
C -12.73 13.01 9.05 -1.21
C -13.14 11.80 8.53 -0.29
N -13.12 10.63 9.18 0.79
H -12.46 9.85 12.19 0.25
H -13.29 8.08 13.34 0.41
H -14.17 5.86 13.24 0.48
H -14.72 4.80 10.92 0.45
H -14.47 6.26 9.01 0.46
H -12.60 11.89 12.17 0.40
H -12.45 13.94 10.99 0.44
H -12.66 13.87 8.45 0.59
H -13.44 11.78 7.47 0.40
C -18.65 8.83 8.08 -1.11
Si -17.76 8.12 6.56 0.57
C -17.70 6.21 6.53 -1.14
C -19.11 8.63 5.21 -1.59
N -16.17 8.85 6.23 1.31
C -15.51 8.14 5.20 -0.97
C -15.89 8.27 3.87 0.28
C -15.30 7.44 2.91 -1.72
C -14.45 6.44 3.36 -0.38
C -14.11 6.27 4.68 0.35
C -14.52 7.17 5.61 0.07
N -13.99 7.25 6.92 -0.84
Si -12.26 6.97 7.09 0.88
C -11.30 7.79 8.42 -1.14
C -11.90 5.16 7.45 -1.29
C -11.38 7.43 5.48 -1.13
H -19.68 8.49 8.22 0.49
H -18.56 9.94 8.09 0.31
H -18.04 8.58 8.97 0.15
H -18.80 6.05 6.36 0.35
H -17.38 5.73 7.50 0.21
H -17.15 5.81 5.75 0.41
H -19.98 8.08 5.51 0.50
H -18.96 8.44 4.18 0.44
H -19.39 9.69 5.27 0.34
H -16.65 9.02 3.65 0.52
H -15.50 7.58 1.82 0.29
H -14.06 5.72 2.69 0.49
H -13.51 5.32 4.91 0.10
H -11.35 7.36 9.44 0.33
H -11.32 8.86 8.41 0.21
H -10.29 7.49 8.07 0.58
H -12.46 4.74 8.23 0.33
H -10.84 5.13 7.74 0.26
H -12.09 4.54 6.53 0.26
H -10.29 7.31 5.58 0.50
H -11.41 8.51 5.21 0.15
H -11.73 6.94 4.55 0.36
```

Computed properties:
Charge ... -1
F_max ... 3.16 eV Å⁻¹
Molecular weight ... 789.89 g/mol
Multiplicity ... 1
HOMO level ... -2.960 eV
E ... -105913.2528 eV
Orbital gap ... 5.343 eV

The following is a DFT calculation (wB97M-V/def2-TZVPD) of a cluster of 5 separate species, C30H38N4O3 in total.

```
75
Properties=species:S:1:pos:R:3:mulliken_charge:R:1
C -2.45 0.68 0.00 -0.86
C -2.63 -0.94 0.37 -0.29
C -1.59 -1.74 -0.62 -0.60
C -2.13 -3.22 -1.13 -0.41
C -0.78 -4.12 -1.41 -0.54
C -0.96 -5.28 -2.56 -0.48
C 0.56 -5.83 -2.92 0.10
O 1.15 -4.74 -3.77 -0.35
C 2.44 -4.35 -3.13 0.61
O 3.01 -3.13 -3.06 -0.52
O 2.88 -5.64 -2.55 -0.41
C 1.67 -6.00 -1.73 0.19
C 1.73 -7.40 -0.86 -1.04
H -1.33 0.77 -0.40 0.26
H -2.50 1.35 0.97 0.28
H -3.22 0.99 -0.83 0.30
H -2.20 -1.05 1.47 0.15
H -3.74 -1.31 0.33 0.36
H -0.61 -1.96 0.02 0.21
H -1.30 -1.14 -1.60 0.32
H -2.80 -3.16 -2.10 0.21
H -2.74 -3.80 -0.29 0.29
H 0.04 -3.36 -1.82 0.22
H -0.36 -4.53 -0.39 0.16
H -1.70 -6.14 -2.29 0.28
H -1.38 -4.77 -3.55 0.22
H 0.43 -6.87 -3.44 0.31
H 1.75 -5.19 -0.88 0.24
H 1.57 -8.37 -1.52 0.28
H 0.90 -7.38 0.00 0.27
H 2.77 -7.41 -0.28 0.34
C 0.04 2.75 4.98 -0.19
C -0.98 3.68 4.82 -0.50
C -1.84 3.52 3.74 -0.40
N -1.75 2.51 2.85 -0.34
C -0.75 1.62 3.04 0.09
C 0.16 1.70 4.08 -0.67
H 0.74 2.84 5.81 0.38
H -1.10 4.51 5.50 0.41
H -2.66 4.21 3.57 0.49
H -0.69 0.82 2.30 0.23
H 0.95 0.95 4.18 0.36
C -4.30 -7.45 -6.70 -0.12
C -3.56 -8.51 -6.19 -0.43
C -3.13 -8.43 -4.87 -0.19
N -3.38 -7.38 -4.06 -0.40
C -4.10 -6.37 -4.59 -0.13
C -4.58 -6.36 -5.89 -0.51
H -4.65 -7.48 -7.73 0.36
H -3.32 -9.38 -6.79 0.35
H -2.55 -9.23 -4.42 0.36
H -4.29 -5.53 -3.92 0.38
H -5.15 -5.52 -6.26 0.35
C 1.06 8.06 3.16 0.09
C 1.06 8.24 4.54 -0.41
C -0.07 7.89 5.25 -0.25
N -1.19 7.38 4.68 -0.56
C -1.16 7.22 3.34 -0.24
C -0.07 7.54 2.54 -0.52
H 1.93 8.33 2.57 0.37
H 1.93 8.65 5.05 0.36
H -0.12 8.01 6.33 0.37
H -2.07 6.81 2.90 0.41
H -0.10 7.38 1.47 0.38
C 6.90 7.20 1.36 -0.14
C 6.44 8.39 1.90 -0.48
C 5.08 8.65 1.84 -0.09
N 4.17 7.81 1.29 -0.40
C 4.65 6.66 0.78 -0.22
C 5.99 6.31 0.79 -0.43
H 7.96 6.96 1.39 0.35
H 7.12 9.11 2.35 0.34
H 4.67 9.57 2.25 0.36
H 3.90 6.00 0.34 0.35
H 6.32 5.37 0.37 0.35
```

Computed properties:
F_max ... 9.85 eV Å⁻¹
Molecular weight ... 502.66 g/mol
Multiplicity ... 1
Structure (SMILES) ... CCCCCC[C@H]1OC(=O)O[C@@H]1C.c1ccncc1.c1ccncc1.c1ccncc1.c1ccncc1
HOMO level ... -9.532 eV
E ... -43822.4689 eV
Orbital gap ... 10.270 eV

The following is a DFT calculation (wB97M-V/def2-TZVPD) of a structure of composition C30H38N7O2PPdS2.

```
81
Properties=species:S:1:pos:R:3:mulliken_charge:R:1
Pd -0.10 0.86 0.09 -0.41
C -1.47 1.41 3.56 -1.37
C -1.12 -0.02 3.14 1.72
C -0.08 -0.69 4.01 0.19
C -0.25 -0.67 5.39 -0.28
C 0.67 -1.25 6.25 -1.24
C 1.76 -1.90 5.70 -0.77
C 1.97 -1.98 4.33 1.03
C 3.10 -2.86 3.85 -0.81
C 2.60 -4.12 3.15 -1.14
C 1.05 -1.35 3.45 0.15
N 1.11 -1.38 2.07 0.37
C 2.23 -1.28 1.39 -0.78
C 2.24 -1.23 -0.01 0.71
C 3.34 -0.92 -0.84 -0.76
C 3.13 -0.51 -2.18 -0.26
C 1.91 -0.36 -2.78 -0.57
N 0.69 -0.69 -2.23 -0.33
H -2.22 1.83 2.89 0.37
H -0.60 2.05 3.49 0.13
H -1.87 1.46 4.58 0.38
H -0.78 0.03 2.10 -1.25
H -2.03 -0.64 3.15 0.21
H -1.12 -0.17 5.80 0.31
H 0.52 -1.22 7.32 0.36
H 2.47 -2.40 6.36 0.30
H 3.68 -3.15 4.73 0.46
H 3.79 -2.33 3.20 0.21
H 2.00 -4.72 3.83 0.31
H 3.44 -4.74 2.81 0.37
H 1.99 -3.88 2.28 0.26
H 3.19 -1.09 1.87 0.23
H 4.34 -0.88 -0.41 0.42
H 4.00 -0.23 -2.77 0.34
H 1.84 0.07 -3.77 0.34
C 5.13 3.78 0.39 -1.38
C 4.12 2.69 0.16 0.20
O 2.81 3.28 0.20 -0.43
P 1.60 2.29 0.72 0.78
S -0.09 3.41 0.54 -0.66
S 0.69 -1.45 -0.76 -0.22
O 2.02 2.08 2.28 -0.05
C 2.08 3.14 3.22 -0.30
C 2.25 2.54 4.60 -0.98
H 6.15 3.37 0.36 0.38
H 4.98 4.24 1.37 0.30
H 5.05 4.56 -0.37 0.29
H 4.21 1.90 0.91 0.19
H 4.25 2.22 -0.82 0.27
H 1.16 3.74 3.15 0.38
H 2.92 3.80 2.97 0.20
H 1.38 1.94 4.87 0.08
H 2.40 3.32 5.35 0.41
H 3.12 1.88 4.61 0.28
C -2.71 -1.75 0.38 -0.87
C -3.10 -0.39 -0.08 0.64
N -2.27 0.55 -0.48 0.23
C -3.03 1.64 -0.81 -1.01
C -4.34 1.36 -0.62 -0.55
N -4.38 0.05 -0.16 0.35
C -5.59 -0.64 0.20 -0.82
N -5.66 -1.94 -0.43 0.78
N -5.87 -3.05 0.30 -0.66
N -5.90 -4.07 -0.47 -0.58
C -5.69 -3.64 -1.77 0.29
C -5.61 -4.36 -2.96 -0.72
C -5.36 -3.65 -4.11 -0.49
C -5.18 -2.24 -4.07 -0.63
C -5.26 -1.52 -2.91 -0.64
C -5.53 -2.26 -1.75 1.14
H -1.69 -1.71 0.76 -0.30
H -2.73 -2.46 -0.46 0.23
H -3.36 -2.12 1.16 0.46
H -2.57 2.56 -1.15 0.51
H -5.24 1.94 -0.76 0.46
H -6.42 -0.03 -0.14 0.38
H -5.69 -0.81 1.27 0.27
H -5.72 -5.44 -2.97 0.42
H -5.27 -4.16 -5.05 0.37
H -4.97 -1.72 -5.00 0.38
H -5.10 -0.45 -2.88 0.40
```

Computed properties:
Charge ... -1
F_max ... 0.73 eV Å⁻¹
Molecular weight ... 730.21 g/mol
Multiplicity ... 4
HOMO level (spin up / spin down) ... -1.871 / -4.609 eV
Relative energy (zero: lowest compared OMol25 entry of this formula, charge and spin) ... 1.008 eV
E ... -80692.3901 eV
Orbital gap (spin up / spin down) ... 3.902 / 6.641 eV